Record 1
The following is a DFT calculation (ωB97M-V/def2-TZVPD) of one molecule with the formula C2H2ClIO.

Summary:
HOMO level (alpha / beta): -8.1 / -8.1 eV
maximum force: 2.62 eV/Å
charge: 0
ΔE to the lowest compared entry with this formula, charge and spin: 93.35 kcal/mol

Last column: Mulliken charge in e.
Positions of all 7 atoms, in Å:
C: 0.69997 0.63523 1.60458  -0.01
C: -0.87091 -0.30181 -1.86993  -0.35
O: 1.08047 -0.40706 1.97109  -0.28
Cl: 0.72152 -0.95795 -1.97145  -0.12
I: -1.13122 0.61164 0.30932  0.20
H: 1.11184 1.65960 1.60210  0.39
H: -1.61168 -1.23965 -1.64570  0.17

=====

Record 2
The following is a DFT calculation (ωB97M-V/def2-TZVPD) of C42H28Cl5N6O3SZr as an isolated structure.

Summary:
HOMO level: -9.7 eV
maximum force: 1.70 eV/Å
charge: +1
ΔE to the lowest compared entry with this formula, charge and spin: 38.88 kcal/mol

Last column: Mulliken charge in e.
Positions of all 86 atoms, in Å:
Zr: -0.05096 0.18123 -0.66839  -0.97
C: 1.29030 -1.42922 3.39078  -1.01
C: 2.27083 -2.30414 2.94483  -1.06
C: 2.36014 -2.60666 1.59926  -0.90
C: 1.46871 -2.02684 0.69083  1.81
C: 0.51415 -1.05100 1.10012  1.46
C: 0.46635 -0.78443 2.47354  -1.14
C: 1.33720 -2.49871 -0.69590  0.55
C: 1.90957 -3.70749 -1.15754  -1.38
C: 1.55169 -4.21954 -2.37251  -1.33
C: 0.60557 -3.54047 -3.16923  1.14
C: 0.10272 -4.04946 -4.38297  -0.90
C: -0.83669 -3.34879 -5.08888  -0.82
C: -1.29435 -2.10612 -4.62240  -1.04
C: -0.82377 -1.57900 -3.44817  -0.49
C: 0.12151 -2.29397 -2.68225  -0.11
N: 0.51080 -1.79813 -1.47726  1.81
H: 1.17639 -1.25024 4.45065  0.50
H: 2.95480 -2.76118 3.64521  0.44
H: 3.12974 -3.28725 1.26443  0.47
H: -0.26296 -0.06496 2.84531  0.38
H: 2.60244 -4.24088 -0.53065  0.47
H: 1.96988 -5.15438 -2.71759  0.47
H: 0.45887 -5.00864 -4.72724  0.48
H: -1.24213 -3.75140 -6.00442  0.43
H: -2.04337 -1.57784 -5.19123  0.53
H: -1.21518 -0.64178 -3.05930  0.78
Cl: -6.16444 2.47557 2.92185  -0.21
C: -4.64583 2.19680 2.15913  0.11
C: -3.60359 3.11347 2.38465  -0.68
C: -2.37753 2.90124 1.81958  0.50
Cl: -1.10512 4.01760 2.09683  -0.22
C: -2.07783 1.76313 1.00575  -0.55
O: -0.89579 1.57949 0.56271  0.40
C: -3.18021 0.87891 0.75189  0.76
C: -3.00560 -0.22893 -0.11500  -0.03
O: -1.94153 -0.62671 -0.62941  0.15
C: -4.44444 1.11291 1.34704  -1.24
H: -3.77926 3.97633 3.00756  0.51
H: -3.91944 -0.79355 -0.35407  0.32
H: -5.24455 0.41138 1.16488  0.51
Cl: 1.06990 2.75562 -7.46330  -0.20
C: 0.55138 2.40213 -5.86149  0.40
C: 1.38350 1.66697 -5.02818  -0.95
C: 0.93469 1.37665 -3.75550  1.34
Cl: 1.87185 0.44428 -2.63360  -0.18
C: -0.31414 1.78761 -3.25660  -1.04
O: -0.71105 1.47382 -2.05664  0.35
C: -1.11566 2.53785 -4.14692  0.30
Cl: -2.65987 3.02615 -3.56544  -0.20
C: -0.69579 2.84241 -5.42610  -0.72
H: 2.34877 1.32540 -5.36678  0.50
H: -1.33371 3.41002 -6.08554  0.48
N: 4.88391 6.93168 6.30044  -0.46
C: 4.53143 6.10625 5.58975  0.01
C: 4.09390 5.10497 4.68608  0.49
C: 2.95425 5.31648 3.90872  -1.13
C: 2.57053 4.37263 2.97586  -0.19
C: 3.30719 3.19980 2.81915  1.34
C: 4.41051 2.96647 3.63845  -0.42
C: 4.80830 3.91391 4.56115  -1.05
N: 2.96428 2.26884 1.81627  0.53
C: 3.79258 1.32239 1.27575  -0.65
C: 3.07770 0.68181 0.31186  -0.94
N: 1.81538 1.21775 0.24710  0.09
C: 1.78880 2.16805 1.16344  0.05
H: 2.39004 6.23060 4.02316  0.46
H: 1.70567 4.56652 2.36426  0.32
H: 4.96231 2.04347 3.56888  0.35
H: 5.67873 3.74189 5.17798  0.46
H: 4.80860 1.19307 1.58191  0.44
H: 3.39732 -0.12094 -0.32912  0.51
H: 0.92411 2.76933 1.37535  -0.40
C: -1.47989 -3.93749 0.41201  -1.03
N: -2.87909 -3.68139 0.56597  0.41
C: -3.59982 -3.71417 1.73546  -0.18
C: -4.88705 -3.43762 1.43726  -0.74
N: -4.94846 -3.21638 0.07989  0.10
C: -3.70970 -3.37092 -0.46620  -0.38
S: -3.28185 -3.17398 -2.04961  -0.29
H: -1.19542 -4.83723 0.95605  0.45
H: -0.89584 -3.08362 0.77113  0.47
H: -1.30033 -4.08093 -0.65455  0.21
H: -3.14126 -3.94806 2.67350  0.49
H: -5.74856 -3.38203 2.06721  0.45
H: -5.77525 -3.05644 -0.47085  0.24

=====

Record 3
The following is a DFT calculation (ωB97M-V/def2-TZVPD) of C16H15BrSZn as an isolated structure.

Summary:
HOMO level: 0.5 eV
maximum force: 3.59 eV/Å
charge: -2
ΔE to the lowest compared entry with this formula, charge and spin: 41.21 kcal/mol

Last column: Mulliken charge in e.
Positions of all 34 atoms, in Å:
C: -2.15486 -0.85122 -0.79462  -0.31
C: -2.19950 -1.36062 0.58014  -0.79
C: -2.32369 -0.27522 1.46317  -0.28
H: -2.16683 -2.39931 0.89135  0.32
C: -2.41883 0.93064 0.70030  -0.52
C: -2.33542 0.58660 -0.68375  -0.74
H: -2.52141 1.26677 -1.52749  0.50
H: -2.36843 -1.40072 -1.68749  0.72
H: -2.35021 -0.37183 2.54172  0.45
H: -2.55924 1.95138 1.08525  0.38
Zn: -0.06038 -0.41316 -1.06481  0.08
Br: 1.62112 -1.10006 -2.39376  -0.05
C: 2.28271 0.62946 -4.55973  -0.53
C: 1.20460 1.36487 -4.94641  -0.51
C: 0.20102 0.47626 -5.46888  -0.54
H: 1.15566 2.46910 -5.01604  0.33
C: 0.66682 -0.80921 -5.39155  -0.57
C: 1.97535 -0.78636 -4.79270  -0.52
H: 2.68694 -1.61890 -4.77011  0.46
H: 3.25544 0.98457 -4.20582  0.33
H: -0.71712 0.81681 -5.99616  0.33
H: 0.20337 -1.71276 -5.81243  0.32
S: 0.92024 -1.43644 1.68902  -0.49
C: 0.75839 -0.56911 3.13866  0.34
C: 0.81475 -1.24523 4.39495  -0.47
C: 0.84430 -0.51930 5.57068  -0.34
C: 0.76819 0.87297 5.56179  -0.42
C: 0.61682 1.56401 4.34295  -0.48
C: 0.59798 0.85976 3.14538  -0.46
H: 0.84296 -2.32682 4.43277  0.32
H: 0.92758 -1.03994 6.52269  0.29
H: 0.82922 1.42523 6.49750  0.32
H: 0.52939 2.64654 4.35450  0.33
H: 0.47306 1.39122 2.19893  0.21

=====

Record 4
The following is a DFT calculation (ωB97M-V/def2-TZVPD) of a 7-piece molecular cluster, C32H46N2O18 overall.

Summary:
HOMO level: -9.3 eV
maximum force: 1.38 eV/Å
charge: 0
ΔE to the lowest compared entry with this formula, charge and spin: 91.18 kcal/mol
SMILES: O=C1C=C(O)C(=O)C=C1O.O=C1C=C(O)C(=O)C=C1O.O=C1C=C(O)C(=O)C=C1O.CN(C)C=O.CN(C)C=O.COCCOC.COCCOC

Last column: Mulliken charge in e.
Positions of all 98 atoms, in Å:
O: 25.46491 14.79463 -23.97508  -0.60
C: 24.83545 15.65150 -23.39867  0.84
C: 23.40085 15.86902 -23.57073  -0.80
C: 22.74208 16.66435 -22.72847  0.24
O: 21.44618 16.94399 -22.82238  -0.39
C: 23.45215 17.43400 -21.63244  0.84
O: 22.76502 17.99673 -20.80314  -0.60
C: 24.90560 17.44618 -21.67174  -0.90
C: 25.55654 16.57070 -22.44609  0.35
O: 26.87122 16.44683 -22.41143  -0.53
H: 22.93477 15.30403 -24.36795  0.53
H: 21.21159 17.40423 -21.99356  0.28
H: 25.48619 18.09506 -21.02894  0.42
H: 27.14092 15.85276 -23.13236  0.35
O: 16.51261 10.75439 -27.57217  -0.61
C: 15.57254 10.61660 -26.81990  0.86
C: 15.27299 9.36489 -26.11994  -1.09
C: 14.16083 9.23358 -25.39414  0.48
O: 13.91715 8.11377 -24.69685  -0.55
C: 13.14861 10.33044 -25.25409  0.85
O: 12.10945 10.14110 -24.66273  -0.61
C: 13.49304 11.60726 -25.88357  -0.80
C: 14.63558 11.76975 -26.56239  0.45
O: 15.00757 12.93473 -27.08056  -0.43
H: 15.99723 8.56231 -26.15295  0.43
H: 13.05974 8.22006 -24.25470  0.34
H: 12.86299 12.46687 -25.69043  0.51
H: 15.88333 12.82393 -27.50010  0.25
O: 14.32006 15.62293 -24.00916  -0.63
C: 13.97174 16.70269 -24.41957  0.55
C: 14.40079 17.95726 -23.79561  -0.87
C: 14.06945 19.14513 -24.29715  0.41
O: 14.50177 20.29566 -23.76178  -0.53
C: 13.21416 19.26267 -25.51338  0.65
O: 13.04232 20.34604 -26.02817  -0.61
C: 12.67340 18.01865 -26.07284  -0.75
C: 13.01963 16.82728 -25.57949  0.58
O: 12.52678 15.64981 -26.01392  -0.41
H: 15.04338 17.83029 -22.93203  0.57
H: 13.99008 21.01750 -24.15804  0.33
H: 11.92804 18.10882 -26.85319  0.42
H: 12.38516 15.67235 -26.96667  0.32
C: 18.78568 15.07899 -32.37034  -0.91
N: 18.48940 16.02887 -31.33394  0.18
C: 18.80412 15.67425 -29.98107  -0.96
C: 17.76896 17.15281 -31.59424  0.10
O: 17.32248 17.91460 -30.76508  -0.57
H: 18.58515 15.51561 -33.34660  0.32
H: 18.21716 14.15832 -32.22562  0.31
H: 19.85301 14.83607 -32.37257  0.30
H: 18.55728 16.47717 -29.29752  0.29
H: 18.39489 14.70695 -29.67236  0.32
H: 19.88913 15.53473 -29.83454  0.34
H: 17.64181 17.30957 -32.67970  0.29
C: 18.89314 11.82170 -22.36899  -0.62
N: 20.31101 11.53850 -22.23528  0.09
C: 21.19568 12.34790 -23.02508  -0.90
C: 20.77584 10.72900 -21.25064  0.15
O: 21.94504 10.55808 -20.99283  -0.57
H: 18.49309 11.52483 -23.33850  0.24
H: 18.79867 12.90559 -22.25757  0.07
H: 18.28289 11.40544 -21.56957  0.37
H: 22.20630 11.95387 -22.91457  0.38
H: 20.87631 12.38448 -24.06336  0.22
H: 21.27398 13.36976 -22.62537  0.30
H: 19.95562 10.24818 -20.69547  0.29
C: 18.37669 15.39827 -23.24295  -0.88
O: 18.59797 15.18109 -24.60138  -0.06
C: 17.51559 15.57936 -25.39066  -0.21
C: 17.73185 15.20448 -26.83065  -0.81
O: 17.68523 13.80448 -27.09386  -0.12
C: 18.85604 13.07920 -26.79618  -0.68
H: 17.89365 16.36990 -23.06199  0.22
H: 19.30115 15.37230 -22.67186  0.37
H: 17.67401 14.66102 -22.83070  0.30
H: 17.38186 16.67707 -25.37568  0.27
H: 16.56591 15.16690 -25.02692  0.20
H: 18.65758 15.61020 -27.24899  0.14
H: 16.89341 15.58346 -27.42002  0.46
H: 19.70723 13.43873 -27.39395  0.27
H: 18.65573 12.02730 -26.98336  0.32
H: 19.17228 13.19188 -25.75511  0.05
C: 18.16663 19.72578 -21.70038  -0.82
O: 17.33935 18.63475 -21.35044  -0.08
C: 17.33818 18.44101 -19.96630  -0.58
C: 16.80008 17.06405 -19.64948  -0.14
O: 16.57068 16.98511 -18.24628  -0.39
C: 15.77436 15.88314 -17.91794  -0.73
H: 18.30519 19.70533 -22.78025  0.25
H: 19.11083 19.69708 -21.15061  0.35
H: 17.67993 20.68722 -21.48403  0.26
H: 16.76379 19.18683 -19.40410  0.30
H: 18.36676 18.49912 -19.57913  0.33
H: 17.47057 16.24891 -19.94174  0.13
H: 15.83890 16.94059 -20.16919  0.26
H: 15.86294 15.70438 -16.84628  0.28
H: 16.12167 14.97101 -18.41960  0.29
H: 14.72199 16.05742 -18.16478  0.28

=====

Record 5
The following is a DFT calculation (ωB97M-V/def2-TZVPD) of a 2-piece molecular cluster, C6H15NO2 overall.

Summary:
HOMO level: -9.5 eV
maximum force: 0.98 eV/Å
charge: 0
ΔE to the lowest compared entry with this formula, charge and spin: 11.85 kcal/mol
SMILES: CC[C@H](C)NC(C)=O.O

Last column: Mulliken charge in e.
Positions of all 24 atoms, in Å:
C: -1.97087 -0.04096 -2.26211  -1.27
C: -1.10252 -0.60866 -1.12890  -0.58
C: -0.06789 0.40971 -0.65211  0.57
C: 1.29233 0.29095 -1.33851  -1.50
N: 0.12385 0.32070 0.79557  -0.19
C: -0.74380 0.91121 1.66544  0.60
C: -0.52915 0.57566 3.12116  -1.04
O: -1.66054 1.61938 1.28027  -0.63
H: -1.40212 0.00363 -3.18870  0.31
H: -2.37307 0.94434 -2.01801  0.36
H: -2.85434 -0.65876 -2.42841  0.37
H: -1.75778 -0.88501 -0.30690  0.31
H: -0.64217 -1.52316 -1.50362  0.32
H: -0.46690 1.41254 -0.81436  0.39
H: 1.44466 0.99477 -2.14455  0.34
H: 1.37436 -0.69863 -1.78339  0.29
H: 2.07837 0.42608 -0.60989  0.32
H: 0.97659 -0.07620 1.15028  0.17
H: 0.44038 0.11393 3.29574  0.30
H: -0.65686 1.47860 3.70498  0.32
H: -1.28566 -0.15826 3.39080  0.25
O: 3.15393 -1.61281 0.93772  -0.66
H: 3.32193 -0.82283 0.41665  0.34
H: 3.30727 -2.41624 0.42085  0.32

=====

Record 6
The following is a DFT calculation (ωB97M-V/def2-TZVPD) of C9H13NO2Tm as an isolated structure.

Summary:
HOMO level (alpha / beta): -3.1 / -3.2 eV
spin multiplicity: 3
maximum force: 3.44 eV/Å
charge: -1
ΔE to the lowest compared entry with this formula, charge and spin: 0.00 kcal/mol
⟨S²⟩: 2.00

Last column: Mulliken charge in e.
Positions of all 26 atoms, in Å:
C: -2.50551 0.34502 -0.70501  -0.27
C: -2.63229 0.03664 0.68645  -0.46
C: -2.20768 -1.31788 0.88173  -0.64
C: -1.82558 -1.84422 -0.39464  -0.47
C: -2.00105 -0.81507 -1.37248  -0.41
Tm: -0.05358 0.06988 0.12971  0.82
N: 0.34178 1.53538 -1.27398  -0.50
C: 0.37383 2.50925 -0.10521  -0.26
C: -0.14030 2.08484 1.23794  -0.89
H: -2.25823 -1.87726 1.81810  0.39
H: -3.04399 0.69309 1.45602  0.39
H: -1.52891 -2.87458 -0.59553  0.39
H: -1.85299 -0.92176 -2.44983  0.33
H: -2.80290 1.28115 -1.18342  0.33
H: -1.11750 2.52322 1.44333  0.11
H: 1.40820 2.90810 0.01368  0.26
H: 0.70688 1.94626 -2.13030  0.06
H: 0.58118 2.29918 2.02567  0.20
H: -0.22292 3.38285 -0.44897  0.27
C: 3.57115 -2.00826 0.11259  -1.07
C: 2.22454 -1.33625 0.18448  0.93
O: 2.01536 -0.37621 1.02721  -0.67
O: 1.29516 -1.70521 -0.61985  -0.68
H: 4.28042 -1.49562 0.76277  0.29
H: 3.92596 -1.98990 -0.92089  0.27
H: 3.46898 -3.05263 0.42045  0.28